98
Properties=species:S:1:pos:R:3 method="wB97M-V/def2-TZVPD" molar_mass_g_mol=778.02 energy_ha=-2358.280017 charge=+3 homo_ev="-13.622 / -16.956" homo_lumo_gap_ev="5.50 / 4.23" spin_multiplicity=5 relative_energy_ev=0.3164
C -0.096 2.002 1.940
C -2.267 1.493 1.041
C -0.604 2.987 2.781
C -2.817 2.477 1.940
C -2.008 3.207 2.780
H 0.066 3.557 3.430
H -3.900 2.637 1.921
H -2.444 3.960 3.446
N -0.881 1.258 1.107
P 1.684 -0.124 1.671
P -2.232 -0.097 -1.175
C 1.389 1.711 1.910
H 1.827 2.196 1.021
H 1.891 2.127 2.800
C 0.547 -1.958 -1.084
O 0.907 -2.849 -1.763
C -3.057 0.803 0.113
H -4.116 1.075 0.042
C -2.164 1.111 -2.692
C -3.369 -1.561 -1.674
C 3.551 -0.302 1.155
C 1.414 -0.831 3.432
C -1.166 0.590 -3.744
H -1.562 -0.282 -4.286
H -0.967 1.380 -4.492
H -0.213 0.288 -3.283
C -3.524 1.383 -3.360
H -3.913 0.508 -3.906
H -4.278 1.707 -2.622
H -3.405 2.203 -4.095
C -1.684 2.455 -2.100
H -1.441 3.151 -2.926
H -2.475 2.912 -1.484
H -0.797 2.342 -1.459
C -2.952 -2.135 -3.041
H -1.874 -2.372 -3.064
H -3.507 -3.075 -3.219
H -3.184 -1.455 -3.876
C -3.220 -2.678 -0.628
H -2.206 -3.107 -0.634
H -3.449 -2.315 0.385
H -3.934 -3.487 -0.874
C -4.854 -1.141 -1.679
H -5.082 -0.345 -2.401
H -5.470 -2.022 -1.944
H -5.166 -0.806 -0.676
C 1.531 -2.368 3.355
H 1.335 -2.796 4.355
H 0.802 -2.798 2.655
H 2.541 -2.689 3.046
C -0.011 -0.421 3.879
H -0.041 0.639 4.180
H -0.774 -0.570 3.105
H -0.287 -1.035 4.756
C 2.376 -0.276 4.507
H 1.943 -0.493 5.500
H 3.371 -0.738 4.477
H 2.492 0.820 4.436
C 4.069 1.048 0.622
H 4.133 1.809 1.417
H 5.087 0.902 0.213
H 3.434 1.438 -0.184
C 3.582 -1.345 0.019
H 2.991 -1.012 -0.848
H 4.629 -1.503 -0.303
H 3.169 -2.314 0.344
C 4.528 -0.749 2.258
H 4.639 0.009 3.048
H 4.242 -1.707 2.720
H 5.522 -0.892 1.793
Os -0.084 -0.484 -0.016
N 1.034 0.851 -1.225
C 1.649 1.551 -1.937
C 2.427 2.441 -2.821
C 1.556 3.658 -3.224
C 3.678 2.925 -2.041
C 2.840 1.652 -4.090
H 0.663 3.337 -3.782
H 1.232 4.223 -2.336
H 2.157 4.322 -3.869
H 4.323 2.079 -1.753
H 4.261 3.605 -2.685
H 3.383 3.470 -1.129
H 3.410 2.321 -4.757
H 3.472 0.786 -3.837
H 1.950 1.290 -4.632
C -0.015 -4.200 0.678
C -0.995 -3.292 1.377
N -1.167 -1.924 1.224
C -2.233 -1.672 2.054
C -2.618 -2.816 2.708
N -1.848 -3.817 2.282
H 1.034 -3.856 0.777
H -0.072 -5.221 1.110
H -0.295 -4.323 -0.382
H -2.710 -0.720 2.209
H -3.417 -2.913 3.431
H -1.915 -4.814 2.583

108
Properties=species:S:1:pos:R:3 method="wB97M-V/def2-TZVPD" molar_mass_g_mol=727.86 energy_ha=-2502.576905 smiles="O=C1C=CC(=O)C=C1.O=C1C=CC(=O)C=C1.CNC(C)=O.CNC(C)=O.CNC(C)=O.CNC(C)=O.CNC(C)=O.CNC(C)=O.CNC(C)=O" charge=0 homo_ev=-8.984 homo_lumo_gap_ev=7.21 spin_multiplicity=1
C -1.044 3.849 4.217
C -0.274 2.574 4.614
O 0.915 2.553 4.895
N -0.969 1.436 4.362
C -0.253 0.182 4.677
H -0.658 4.752 4.691
H -2.112 3.707 4.517
H -1.013 3.912 3.143
H -1.987 1.511 4.490
H 0.513 0.142 3.942
H -0.920 -0.639 4.574
H 0.170 0.148 5.718
C 1.879 -2.928 1.531
C 3.275 -3.525 1.581
O 3.808 -3.884 2.622
N 3.839 -3.743 0.413
C 5.210 -3.876 0.206
H 1.415 -2.982 0.577
H 2.041 -1.898 1.783
H 1.242 -3.459 2.258
H 3.310 -3.493 -0.362
H 5.454 -4.761 0.734
H 5.767 -2.964 0.564
H 5.429 -3.994 -0.785
C -5.486 2.260 -1.715
C -5.117 0.785 -1.925
O -5.524 -0.109 -1.188
N -4.569 0.516 -3.152
C -4.239 -0.898 -3.507
H -6.508 2.405 -2.065
H -4.767 2.902 -2.221
H -5.490 2.423 -0.647
H -4.093 1.281 -3.603
H -3.648 -0.819 -4.431
H -5.048 -1.507 -3.749
H -3.657 -1.422 -2.722
C 3.477 2.980 2.941
C 3.180 1.460 2.975
O 2.462 0.909 2.192
N 3.816 0.676 3.974
C 3.645 -0.752 4.108
H 2.822 3.447 2.191
H 4.536 3.164 2.826
H 3.166 3.308 3.953
H 4.459 1.168 4.566
H 2.645 -0.958 3.662
H 3.605 -1.069 5.151
H 4.410 -1.463 3.711
C -5.183 1.594 2.614
C -4.478 0.709 3.583
O -3.751 1.200 4.475
N -4.582 -0.638 3.579
C -4.049 -1.428 4.651
H -5.103 1.229 1.617
H -4.852 2.603 2.686
H -6.275 1.705 2.866
H -5.257 -1.092 3.005
H -4.091 -2.453 4.416
H -4.584 -1.215 5.577
H -2.979 -1.260 4.748
C 3.746 -0.323 -0.550
C 3.907 -0.741 -1.977
O 4.097 -1.983 -2.267
N 3.721 0.117 -2.989
C 4.165 -0.299 -4.423
H 2.855 -0.828 -0.092
H 3.647 0.771 -0.318
H 4.689 -0.691 -0.068
H 3.703 1.121 -2.856
H 5.058 0.203 -4.644
H 3.372 0.025 -5.107
H 4.279 -1.405 -4.485
C -0.028 -0.521 -1.704
C -1.103 0.193 -0.920
O -2.150 0.495 -1.485
N -0.759 0.591 0.308
C -1.563 1.526 1.115
H -0.392 -0.573 -2.735
H 0.074 -1.563 -1.335
H 0.864 -0.013 -1.586
H 0.072 0.238 0.694
H -0.811 1.941 1.792
H -2.383 1.070 1.647
H -2.019 2.199 0.424
C 1.594 -2.902 -3.698
C 1.067 -2.183 -4.680
C -0.378 -2.283 -4.967
O -0.951 -1.534 -5.741
C -1.177 -3.260 -4.192
C -0.653 -4.038 -3.243
C 0.724 -3.788 -2.887
O 1.212 -4.155 -1.801
H 2.625 -2.759 -3.351
H 1.623 -1.444 -5.277
H -2.219 -3.266 -4.474
H -1.221 -4.732 -2.679
C -0.175 3.208 -2.005
C -1.350 3.215 -2.660
C -1.542 2.679 -3.989
O -2.535 2.882 -4.628
C -0.383 1.856 -4.526
C 0.765 1.769 -3.880
C 1.031 2.577 -2.646
O 2.165 2.674 -2.189
H -0.050 3.601 -1.055
H -2.134 3.807 -2.360
H -0.542 1.194 -5.428
H 1.537 1.070 -4.186

108
Properties=species:S:1:pos:R:3 method="wB97M-V/def2-TZVPD" molar_mass_g_mol=770.18 energy_ha=-3651.369190 smiles="O=C1C=C(O)C(=O)C=C1O.O=C1C=C(O)C(=O)C=C1O.ClC(Cl)Cl.CCOCC.CCOCC.CCOCC.CCOCC.CCOCC" charge=0 homo_ev=-9.612 homo_lumo_gap_ev=7.88 spin_multiplicity=1 relative_energy_ev=0.6956
C 0.799 -4.530 -0.156
C 0.014 -5.555 -0.466
C -0.651 -5.693 -1.803
O -1.516 -6.494 -2.026
C -0.206 -4.658 -2.773
C 0.594 -3.637 -2.448
C 1.197 -3.503 -1.091
O 1.892 -2.564 -0.744
O 0.977 -2.754 -3.392
O -0.245 -6.523 0.418
H 1.296 -4.427 0.803
H -0.373 -4.878 -3.821
H 1.780 -2.305 -3.079
H -0.941 -7.124 0.113
C -5.064 -1.213 0.174
C -4.322 -2.254 0.555
C -3.136 -2.733 -0.219
O -2.345 -3.575 0.141
C -2.869 -1.984 -1.476
C -3.608 -0.933 -1.843
C -4.820 -0.489 -1.059
O -5.417 0.500 -1.425
O -3.351 -0.229 -2.945
O -4.586 -2.850 1.742
H -5.868 -0.837 0.794
H -1.952 -2.267 -1.972
H -4.077 0.403 -3.088
H -3.988 -3.616 1.792
C 0.891 0.659 -0.864
Cl -0.526 -0.213 -0.321
Cl 0.869 2.364 -0.374
Cl 1.107 0.475 -2.627
H 1.733 0.177 -0.377
C -3.034 2.866 -0.633
C -3.716 3.132 0.690
O -2.809 3.368 1.746
C -2.068 2.225 2.161
C -1.399 2.652 3.472
H -2.483 3.748 -0.974
H -2.376 2.002 -0.566
H -3.739 2.680 -1.447
H -4.452 3.936 0.683
H -4.344 2.240 0.868
H -2.745 1.363 2.239
H -1.308 1.925 1.433
H -0.625 3.385 3.266
H -1.033 1.741 3.950
H -2.178 3.109 4.079
C 4.521 2.329 -0.305
C 4.705 1.055 -1.120
O 4.622 -0.034 -0.224
C 4.945 -1.271 -0.818
C 5.391 -2.289 0.258
H 4.655 3.251 -0.871
H 3.574 2.313 0.230
H 5.279 2.416 0.480
H 3.911 1.000 -1.872
H 5.714 1.099 -1.543
H 4.068 -1.602 -1.385
H 5.780 -1.225 -1.530
H 5.235 -3.288 -0.135
H 4.754 -2.038 1.108
H 6.424 -2.066 0.511
C -2.386 -1.231 4.384
C -1.359 -1.476 3.277
O -0.087 -1.299 3.850
C 0.933 -1.150 2.859
C 2.240 -0.799 3.529
H -3.408 -1.422 4.048
H -2.250 -1.965 5.180
H -2.350 -0.200 4.730
H -1.527 -2.491 2.896
H -1.558 -0.766 2.466
H 1.005 -2.117 2.343
H 0.621 -0.409 2.118
H 3.017 -0.780 2.765
H 2.460 -1.486 4.348
H 2.202 0.161 4.050
C 2.138 2.876 2.662
C 2.356 3.667 3.954
O 3.616 4.299 3.848
C 3.963 5.047 4.991
C 5.375 5.498 4.878
H 1.520 2.002 2.878
H 1.730 3.481 1.866
H 3.105 2.435 2.419
H 1.571 4.414 4.124
H 2.305 2.982 4.809
H 3.291 5.917 5.054
H 3.858 4.499 5.939
H 6.052 4.642 4.825
H 5.679 6.156 5.691
H 5.546 6.039 3.942
C -4.748 -0.848 -6.929
C -3.641 0.187 -6.802
O -2.496 -0.449 -6.303
C -1.422 0.426 -5.939
C -0.307 -0.547 -5.541
H -5.717 -0.451 -7.239
H -4.467 -1.596 -7.672
H -4.940 -1.355 -5.982
H -3.383 0.592 -7.792
H -4.046 1.048 -6.252
H -1.219 1.091 -6.784
H -1.767 0.977 -5.056
H -0.138 -1.315 -6.292
H -0.588 -1.001 -4.596
H 0.661 -0.046 -5.439

101
Properties=species:S:1:pos:R:3 method="wB97M-V/def2-TZVPD" molar_mass_g_mol=626.29 energy_ha=-2538.745036 charge=+1 homo_ev=-9.326 homo_lumo_gap_ev=6.85 spin_multiplicity=1
C 4.053 -4.248 -2.869
C 3.748 -3.122 -3.608
C 2.394 -2.404 -3.301
C 1.222 -3.328 -3.815
Cl 1.499 -4.023 -5.494
C -0.066 -2.439 -3.926
N -0.027 -1.230 -3.009
C 1.066 -0.392 -3.351
N 1.080 0.917 -3.301
C -0.104 1.697 -2.875
C 0.413 2.949 -2.022
C 1.606 2.580 -1.065
N 2.940 2.703 -1.676
C 3.322 4.099 -2.000
C 4.341 4.063 -3.209
C 4.120 3.319 -4.456
C 5.092 3.302 -5.586
C 6.343 4.075 -5.466
C 6.584 4.811 -4.209
C 5.623 4.814 -3.089
O 5.919 5.557 -1.928
N 2.316 -1.000 -3.744
C 2.563 -0.814 -5.203
O 1.645 -0.774 -6.041
O 3.809 -0.642 -5.533
H 4.653 -5.100 -3.268
H 3.638 -4.257 -1.818
H 4.473 -2.825 -4.404
H 2.303 -2.378 -2.166
H 1.087 -4.233 -3.154
H -0.249 -2.018 -4.956
H -0.968 -3.032 -3.596
H -0.937 -0.788 -3.162
H 1.942 1.409 -3.567
H -0.605 2.105 -3.792
H -0.765 1.081 -2.212
H -0.467 3.239 -1.367
H 0.605 3.812 -2.711
H 1.541 3.140 -0.077
H 1.477 1.483 -0.799
H 3.664 2.237 -1.126
H 2.448 4.778 -2.182
H 3.866 4.514 -1.092
H 3.180 2.724 -4.629
H 4.841 2.714 -6.511
H 7.062 4.057 -6.327
H 7.534 5.388 -4.076
H 5.697 6.478 -2.162
C 1.452 -2.348 3.796
C 0.690 -1.169 4.388
C -0.603 -1.583 5.092
C -1.777 -1.950 4.174
P -2.715 -0.628 3.418
C -3.148 0.525 4.748
C -3.819 0.028 6.033
C -5.298 -0.366 5.968
C -6.213 0.648 5.294
C -4.275 -1.244 2.811
C -4.389 -2.290 1.699
C -4.071 -1.834 0.277
C -4.704 -0.512 -0.139
C -1.824 0.447 2.299
C -1.248 0.084 0.925
C -0.478 -1.236 0.793
C 1.022 -1.036 0.618
H 0.846 -2.916 3.087
H 2.342 -1.994 3.271
H 1.780 -3.030 4.583
H 0.487 -0.429 3.611
H 1.339 -0.674 5.116
H -0.906 -0.774 5.761
H -0.386 -2.441 5.735
H -2.500 -2.491 4.796
H -1.464 -2.682 3.425
H -3.727 1.344 4.309
H -2.200 0.987 5.046
H -3.735 0.835 6.769
H -3.255 -0.813 6.442
H -5.651 -0.518 6.993
H -5.410 -1.342 5.491
H -6.271 1.568 5.883
H -7.223 0.241 5.210
H -5.884 0.907 4.287
H -4.935 -0.399 2.597
H -4.722 -1.744 3.673
H -5.420 -2.658 1.703
H -3.758 -3.150 1.944
H -4.396 -2.612 -0.419
H -2.991 -1.783 0.159
H -5.792 -0.607 -0.206
H -4.329 -0.211 -1.119
H -4.477 0.300 0.555
H -1.016 0.902 2.881
H -2.513 1.282 2.113
H -0.605 0.912 0.608
H -2.060 0.093 0.195
H -0.829 -1.767 -0.097
H -0.674 -1.897 1.635
H 1.236 -0.549 -0.336
H 1.532 -2.002 0.619
H 1.445 -0.422 1.416